1.
C30H61F3N6O8 | wB97M-V/def2-TZVPD

Element x y z (Å)
C1 3.854 -5.715 5.335
C2 2.576 -6.329 4.551
C3 2.191 -7.830 4.550
C4 0.916 -8.269 3.740
C5 0.009 -7.234 2.979
C6 0.378 -5.734 2.998
C7 -0.442 -4.544 2.325
N1 -1.079 -4.877 1.008
C8 -0.816 -3.710 0.122
O1 -1.351 -2.448 0.629
C9 -0.454 -1.380 0.439
F1 -1.238 -0.181 0.534
F2 0.148 -1.340 -0.839
F3 0.507 -1.266 1.497
C10 -2.518 -5.152 1.133
O2 -3.289 -4.642 0.261
O3 -3.068 -5.993 2.131
C11 -4.206 -5.388 2.795
C12 -3.776 -4.314 3.936
C13 -4.886 -4.095 5.074
N2 -4.541 -3.088 6.139
O4 -5.982 -4.729 5.147
C14 1.667 -5.336 3.791
H1 3.625 -5.688 6.463
H2 3.987 -4.610 5.026
H3 4.805 -6.326 5.135
H4 2.828 -8.575 5.126
H5 0.694 -9.389 3.755
H6 -0.912 -7.594 2.419
H7 0.298 -3.663 2.216
H8 -1.238 -4.187 3.062
H9 0.334 -3.661 0.005
H10 -1.211 -3.856 -0.952
H11 -4.723 -6.242 3.380
H12 -5.005 -4.970 2.095
H13 -2.865 -4.798 4.466
H14 -3.438 -3.326 3.474
H15 -3.598 -3.405 6.458
H16 -4.319 -2.232 5.583
H17 1.970 -4.223 3.815
C15 -5.880 -10.108 3.623
O5 -6.148 -8.768 4.003
C16 -7.526 -8.419 4.019
C17 -8.275 -8.856 5.294
C18 -8.603 -10.346 5.329
N3 -7.528 -8.503 6.507
H18 -6.585 -10.472 2.870
H19 -5.891 -10.757 4.501
H20 -4.874 -10.145 3.201
H21 -7.546 -7.324 3.973
H22 -8.030 -8.775 3.113
H23 -9.230 -8.318 5.312
H24 -7.737 -10.962 5.574
H25 -9.362 -10.549 6.091
H26 -9.001 -10.683 4.368
H27 -7.401 -7.492 6.530
H28 -6.580 -8.862 6.394
C19 -1.697 5.440 -0.804
O6 -1.649 4.205 -0.106
C20 -1.963 3.065 -0.900
C21 -0.792 2.547 -1.760
C22 -0.520 3.398 -2.996
N4 0.445 2.436 -0.975
H29 -2.481 5.452 -1.566
H30 -0.725 5.656 -1.253
H31 -1.906 6.230 -0.080
H32 -2.231 2.277 -0.187
H33 -2.859 3.250 -1.506
H34 -1.062 1.546 -2.113
H35 0.003 4.327 -2.761
H36 0.111 2.850 -3.703
H37 -1.451 3.652 -3.511
H38 0.287 1.785 -0.207
H39 0.586 3.332 -0.506
C23 3.931 9.069 -3.915
O7 3.540 7.812 -4.447
C24 3.555 6.743 -3.505
C25 2.308 6.673 -2.601
C26 2.299 7.718 -1.490
N5 1.069 6.795 -3.381
H40 4.705 8.971 -3.149
H41 3.060 9.591 -3.513
H42 4.328 9.675 -4.732
H43 3.588 5.827 -4.105
H44 4.480 6.760 -2.916
H45 2.310 5.690 -2.116
H46 2.036 8.714 -1.851
H47 1.561 7.454 -0.726
H48 3.275 7.779 -1.000
H49 1.031 6.031 -4.054
H50 1.159 7.627 -3.965
C27 9.205 8.660 -8.543
O8 8.934 9.992 -8.140
C28 7.552 10.337 -8.129
C29 6.790 9.875 -6.870
C30 6.469 8.383 -6.864
N6 7.522 10.211 -5.642
H51 8.505 8.310 -9.308
H52 9.187 7.995 -7.677
H53 10.214 8.630 -8.958
H54 7.525 11.432 -8.155
H55 7.060 9.994 -9.047
H56 5.833 10.409 -6.853
H57 7.335 7.767 -6.619
H58 5.703 8.163 -6.113
H59 6.083 8.061 -7.835
H60 7.644 11.221 -5.601
H61 8.474 9.858 -5.752

## Properties
E in Ha: -2409.44117
2S+1: 1

=====

2.
C30H62B3F9O9S6 | wB97M-V/def2-TZVPD

Element x y z (Å)
C1 3.553 0.479 3.796
C2 5.033 0.119 4.023
C3 5.473 -1.214 3.396
C4 5.164 -1.345 1.904
C5 6.076 -0.490 1.017
C6 5.473 -0.142 -0.359
C7 5.518 1.362 -0.678
C8 4.232 2.026 -0.180
C9 4.178 3.544 -0.400
C10 3.431 4.329 0.688
C11 2.108 3.727 1.157
C12 1.638 4.349 2.496
C13 0.146 4.711 2.579
C14 -0.700 3.669 3.317
C15 -0.977 2.397 2.449
B1 -2.482 2.059 2.413
O1 -3.097 1.248 3.365
B2 -3.852 0.204 2.842
C16 -3.928 -1.188 3.530
C17 -2.888 -2.222 3.007
C18 -2.261 -1.874 1.661
S1 -1.187 -3.243 1.109
O2 -4.557 0.470 1.642
B3 -4.147 1.539 0.918
S2 -4.769 1.765 -0.897
O3 -4.641 3.142 -1.303
O4 -6.038 1.075 -1.010
C19 -3.645 0.772 -2.021
F1 -3.623 -0.493 -1.563
F2 -4.232 0.793 -3.229
C20 -2.220 1.371 -2.128
F3 -2.271 2.406 -2.979
F4 -1.875 1.828 -0.898
C21 -1.122 0.395 -2.609
F5 -1.094 -0.682 -1.812
F6 -1.440 0.017 -3.862
C22 0.314 0.989 -2.613
F7 0.368 2.143 -3.269
F8 1.120 0.119 -3.207
F9 0.730 1.186 -1.366
O5 -3.341 2.520 1.391
H1 3.074 0.744 4.741
H2 3.438 1.327 3.120
H3 2.987 -0.358 3.384
H4 5.672 0.915 3.634
H5 5.211 0.049 5.097
H6 6.556 -1.300 3.519
H7 4.986 -2.027 3.941
H8 5.275 -2.395 1.615
H9 4.119 -1.091 1.707
H10 6.286 0.449 1.543
H11 7.033 -0.994 0.877
H12 5.950 -0.713 -1.153
H13 4.423 -0.455 -0.344
H14 5.555 1.460 -1.767
H15 6.397 1.814 -0.214
H16 4.082 1.773 0.875
H17 3.416 1.568 -0.743
H18 3.731 3.752 -1.377
H19 5.202 3.927 -0.452
H20 3.207 5.327 0.295
H21 4.099 4.489 1.541
H22 2.193 2.646 1.282
H23 1.334 3.925 0.408
H24 1.907 3.689 3.324
H25 2.213 5.268 2.642
H26 0.044 5.655 3.123
H27 -0.255 4.895 1.579
H28 -1.629 4.140 3.646
H29 -0.157 3.369 4.213
H30 -0.559 2.563 1.456
H31 -0.429 1.553 2.877
H32 -3.795 -1.069 4.606
H33 -4.929 -1.595 3.367
H34 -2.100 -2.378 3.745
H35 -3.368 -3.193 2.888
H36 -1.643 -0.972 1.715
H37 -3.042 -1.770 0.910
H38 -1.679 -3.372 -0.123
C23 -8.577 -1.033 -2.282
S3 -10.192 -0.268 -2.419
O6 -11.096 -1.266 -3.049
C24 -9.729 0.901 -3.702
H39 -8.649 -1.834 -1.550
H40 -8.289 -1.444 -3.250
H41 -7.852 -0.292 -1.947
H42 -9.356 0.355 -4.569
H43 -8.967 1.578 -3.314
H44 -10.620 1.463 -3.973
C25 8.743 2.478 -2.702
S4 8.006 1.068 -3.536
O7 7.872 -0.012 -2.526
C26 9.443 0.654 -4.530
H45 8.008 2.860 -1.998
H46 9.638 2.155 -2.169
H47 8.985 3.246 -3.436
H48 10.291 0.459 -3.873
H49 9.663 1.475 -5.213
H50 9.200 -0.241 -5.098
C27 -3.023 -1.615 -6.620
S5 -3.477 -2.940 -5.495
O8 -2.760 -4.157 -5.947
C28 -5.176 -3.094 -6.058
H51 -1.970 -1.396 -6.458
H52 -3.180 -1.944 -7.647
H53 -3.621 -0.731 -6.400
H54 -5.184 -3.322 -7.124
H55 -5.711 -2.165 -5.857
H56 -5.633 -3.909 -5.501
C29 -1.576 -7.302 5.353
S6 -1.997 -6.887 3.656
O9 -2.164 -5.412 3.604
C30 -3.649 -7.593 3.695
H57 -0.584 -6.902 5.550
H58 -2.301 -6.848 6.028
H59 -1.564 -8.386 5.470
H60 -4.227 -7.117 4.487
H61 -3.581 -8.668 3.858
H62 -4.110 -7.396 2.729

## Properties
E in Ha: -5220.05553
2S+1: 1